Record 1
An isolated molecule of C7H7NO3, computed with the ωB97M-V functional and the def2-TZVPD basis.

Output
- Structure (SMILES): Nc1cccc(C(=O)O)c1O
- 2S+1: 1

The geometry in XYZ format:
```
18
C7H7NO3, DFT the ωB97M-V functional and the def2-TZVPD basis
C 1.18066 -0.26520 0.04093
C 1.57975 1.08981 -0.10423
C 0.48782 2.01773 -0.12095
C -0.83187 1.55621 0.00869
C -1.09868 0.24922 -0.05300
C -2.68070 -0.06995 0.01505
C -0.13954 -0.63383 -0.02806
H 3.01975 -1.31827 -0.51525
H 2.77412 -1.32812 0.93713
H 2.62730 1.29782 0.07745
H 0.83364 3.16169 -0.04202
H -1.65143 2.38399 -0.18180
H -2.22019 -1.90590 -0.31906
H 0.66962 -2.18229 -0.02720
N 2.20486 -1.27719 0.11433
O -2.94472 -1.38774 -0.31339
O -3.43377 0.70108 0.37999
O -0.37663 -2.08907 0.13137
```

Taken from the natural (NBO) analysis, the atomic charges in e are:
1. C 0.068
2. C -0.198
3. C -0.219
4. C -0.162
5. C -0.233
6. C 0.830
7. C 0.260
8. H 0.393
9. H 0.385
10. H 0.222
11. H 0.225
12. H 0.251
13. H 0.498
14. H 0.513
15. N -0.882
16. O -0.690
17. O -0.526
18. O -0.736

***

Record 2
An isolated molecule of C7H7NO3, computed with the ωB97M-V functional and the def2-TZVPD basis.

Output
- Structure (SMILES): O=C(O)Cn1ccccc1=O
- 2S+1: 1

The geometry in XYZ format:
```
18
C7H7NO3, DFT the ωB97M-V functional and the def2-TZVPD basis
C -0.66083 0.52574 -2.04913
C -1.11220 -0.21906 -0.79175
C 1.21697 -0.30982 -0.07896
C 2.24635 -0.31532 0.86872
C 1.88588 -0.35297 2.18924
C 0.54500 -0.24238 2.50895
C -0.51853 -0.17731 1.56783
H -1.19119 0.50982 -3.89846
H -1.35012 -1.19480 -1.07139
H -1.97180 0.15764 -0.28910
H 1.45180 -0.46838 -1.05948
H 3.29687 -0.31995 0.61321
H 2.54634 -0.45741 3.01697
H 0.22789 -0.19662 3.55460
N -0.11284 -0.23398 0.20288
O -1.53778 0.21033 -2.99861
O 0.31820 1.21047 -2.16243
O -1.75989 -0.15151 1.71405
```

Taken from the natural (NBO) analysis, the atomic charges in e are:
1. C 0.793
2. C -0.353
3. C 0.119
4. C -0.334
5. C -0.123
6. C -0.341
7. C 0.595
8. H 0.504
9. H 0.226
10. H 0.295
11. H 0.206
12. H 0.230
13. H 0.221
14. H 0.231
15. N -0.354
16. O -0.674
17. O -0.577
18. O -0.665

***

We obtain electronic energy values of -15003.2900; -15004.8649 eV for the records listed above, in that order.
We obtain HOMO level values of -9.3754; -8.2830 eV for the records listed above, in that order.